Model A:
# C29H35F3N2O4

C29H35F3N2O4 in the gas phase (ωB97M-V/def2-TZVPD, the OMol25 dataset).

## Properties
SMILES ... CCO[C@H]1OC(C(=O)N2CCN(Cc3ccccc3)CC2)=C[C@@H](c2ccc(C(F)(F)F)cc2)[C@@H]1CCCO
Orbital gap ... 9.4 eV
HOMO energy ... -8.8 eV

```
! wB97M-V def2-TZVPD RIJCOSX def2/J DEFGRID3
* xyz 0 1
C -0.51 3.84 -1.77
C 0.68 3.22 -1.06
H 0.70 3.55 -0.02
H 1.62 3.52 -1.55
O 0.62 1.81 -0.97
C 0.90 1.08 -2.14
C -0.36 0.43 -2.74
C 0.00 -0.31 -4.03
C -1.23 -0.62 -4.89
H -1.91 -1.29 -4.35
H -1.76 0.30 -5.13
C -0.82 -1.30 -6.21
O -1.92 -1.56 -7.05
H -2.53 -2.15 -6.59
H -0.17 -0.64 -6.78
H -0.27 -2.23 -5.99
H 0.52 -1.24 -3.79
H 0.68 0.31 -4.61
H -1.07 1.23 -2.96
C -0.97 -0.52 -1.68
C 0.13 -1.32 -1.05
C 1.42 -0.97 -1.14
O 1.88 0.12 -1.83
C 2.47 -1.83 -0.51
O 2.49 -3.03 -0.73
N 3.37 -1.21 0.29
C 3.22 0.12 0.83
H 4.23 0.54 0.93
C 2.54 0.03 2.21
N 2.66 -1.32 2.72
C 4.02 -1.79 2.58
C 4.27 -2.03 1.08
H 5.31 -1.78 0.82
H 4.08 -3.07 0.81
H 4.13 -2.73 3.12
H 4.75 -1.07 2.99
C 2.07 -1.47 4.04
C 0.57 -1.36 3.95
C -0.11 -2.05 2.95
C -1.49 -1.98 2.86
C -2.21 -1.21 3.76
C -1.54 -0.52 4.76
C -0.16 -0.59 4.85
H 0.36 -0.04 5.62
H -2.09 0.08 5.46
H -3.28 -1.15 3.69
H -2.00 -2.52 2.08
H 0.46 -2.64 2.25
H 2.46 -0.72 4.76
H 2.33 -2.46 4.41
H 1.48 0.27 2.13
H 3.00 0.77 2.90
H 2.65 0.75 0.16
H -0.13 -2.20 -0.49
C -1.79 0.25 -0.67
C -1.33 0.46 0.63
C -2.08 1.19 1.52
C -3.30 1.72 1.13
C -3.78 1.51 -0.16
C -3.01 0.78 -1.05
H -3.38 0.62 -2.05
H -4.73 1.91 -0.45
C -4.12 2.48 2.14
F -5.11 3.19 1.59
F -3.38 3.35 2.85
F -4.69 1.66 3.04
H -1.72 1.36 2.53
H -0.39 0.04 0.93
H -1.65 -1.21 -2.19
H 1.38 1.73 -2.89
H -0.47 4.92 -1.68
H -1.44 3.48 -1.32
H -0.52 3.58 -2.83
*
```

Model B:
# C29H35F3N2O4

C29H35F3N2O4 in the gas phase (ωB97M-V/def2-TZVPD, the OMol25 dataset).

## Properties
SMILES ... CCO[C@H]1OC(C(=O)N2CCN(Cc3ccccc3)CC2)=C[C@@H](c2ccc(C(F)(F)F)cc2)[C@@H]1CCCO
Orbital gap ... 9.4 eV
HOMO energy ... -8.9 eV

```
! wB97M-V def2-TZVPD RIJCOSX def2/J DEFGRID3
* xyz 0 1
C -0.67 -5.26 -0.65
C -0.34 -3.88 -0.10
H 0.44 -3.41 -0.69
H 0.00 -3.95 0.95
O -1.53 -3.09 -0.15
C -1.42 -1.83 0.42
C -2.78 -1.13 0.38
C -3.85 -1.86 1.19
C -4.33 -3.21 0.63
H -3.50 -3.92 0.63
H -5.11 -3.59 1.29
C -4.90 -3.13 -0.78
O -3.96 -2.82 -1.77
H -3.12 -3.23 -1.53
H -5.38 -4.09 -1.02
H -5.67 -2.35 -0.84
H -4.72 -1.20 1.26
H -3.48 -2.03 2.21
H -3.09 -1.08 -0.67
C -2.62 0.31 0.92
C -1.40 0.94 0.32
C -0.44 0.23 -0.26
O -0.42 -1.14 -0.31
C 0.69 0.93 -0.96
O 0.45 1.95 -1.59
N 1.93 0.39 -0.91
C 2.41 -0.58 0.05
H 1.58 -1.06 0.56
C 3.32 0.11 1.07
N 4.43 0.74 0.37
C 3.93 1.74 -0.56
C 3.02 1.07 -1.58
H 2.59 1.81 -2.25
H 3.59 0.33 -2.15
H 4.78 2.20 -1.06
H 3.36 2.53 -0.03
C 5.42 1.29 1.28
C 6.67 1.69 0.54
C 7.23 0.81 -0.38
C 8.38 1.15 -1.06
C 8.99 2.38 -0.83
C 8.44 3.25 0.09
C 7.28 2.91 0.77
H 6.85 3.60 1.48
H 8.90 4.21 0.27
H 9.89 2.64 -1.36
H 8.81 0.47 -1.78
H 6.74 -0.14 -0.55
H 5.67 0.51 2.01
H 5.02 2.16 1.84
H 3.72 -0.63 1.76
H 2.73 0.85 1.64
H 2.99 -1.33 -0.49
H -1.33 2.01 0.31
C -3.84 1.13 0.59
C -4.74 1.51 1.58
C -5.86 2.25 1.26
C -6.09 2.61 -0.06
C -5.20 2.24 -1.05
C -4.08 1.51 -0.73
H -3.38 1.23 -1.50
H -5.38 2.54 -2.08
C -7.33 3.40 -0.37
F -8.45 2.68 -0.17
F -7.39 3.83 -1.64
F -7.45 4.49 0.40
H -6.56 2.54 2.03
H -4.56 1.23 2.61
H -2.51 0.26 2.02
H -1.07 -1.92 1.47
H -1.02 -5.18 -1.67
H -1.45 -5.73 -0.05
H 0.22 -5.89 -0.62
*
```

Relative to the most stable one, in kcal/mol, the structures come out at model A 5.0; model B 0.0.

Model A:
# C2HN3

C2HN3 in the gas phase (ωB97M-V/def2-TZVPD, the OMol25 dataset).

## Properties
Orbital gap ... 9.5 eV
HOMO energy ... -9.1 eV

```
! wB97M-V def2-TZVPD RIJCOSX def2/J DEFGRID3
* xyz 0 1
C -1.51 0.09 0.22
C 2.12 -1.13 -0.07
N -0.46 0.51 -0.09
N 1.60 -0.06 -0.09
N 0.72 0.89 -0.12
H -2.47 -0.30 0.14
*
```

Model B:
# C2HN3

A molecular structure, C2HN3 (ωB97M-V/def2-TZVPD, the OMol25 dataset).

## Properties
Orbital gap (spin up / spin down) ... 7.7 / 8.2 eV
HOMO energy (spin up / spin down) ... -9.7 / -10.2 eV

```
! wB97M-V def2-TZVPD RIJCOSX def2/J DEFGRID3
* xyz 0 1
C 1.21 -0.65 0.02
C 0.19 0.92 -0.05
N 1.46 0.60 0.06
N 0.03 -1.21 -0.01
N -0.69 -0.10 0.03
H -2.19 0.44 -0.05
*
```

Relative to the most stable one, in kcal/mol, the structures come out at model A 0.0; model B 71.7.

Model A:
# C4H4N4O3

C4H4N4O3 in the gas phase (ωB97M-V/def2-TZVPD, the OMol25 dataset).

## Properties
Orbital gap (spin up / spin down) ... 7.2 / 7.6 eV
HOMO energy (spin up / spin down) ... -8.9 / -8.5 eV

```
! wB97M-V def2-TZVPD RIJCOSX def2/J DEFGRID3
* xyz 0 1
C -2.48 1.05 0.51
C -2.76 -0.02 -0.28
C -0.58 0.29 -0.06
C 2.75 -1.03 0.45
N -1.15 1.25 0.59
N -1.58 -0.53 -0.61
N 0.62 -0.06 -0.50
N 2.80 0.28 -0.10
O 1.55 0.87 -0.21
O 3.79 0.97 -0.09
O 3.63 -1.81 0.29
H -3.17 1.84 1.04
H -3.72 -0.55 -0.58
H 1.61 -1.19 0.71
H -1.33 -1.34 -1.17
*
```

Model B:
# C4H4N4O3

C4H4N4O3 in the gas phase (ωB97M-V/def2-TZVPD, the OMol25 dataset).

## Properties
SMILES ... O=NNc1cnc(O)[nH]c1=O
Orbital gap ... 8.9 eV
HOMO energy ... -8.9 eV

```
! wB97M-V def2-TZVPD RIJCOSX def2/J DEFGRID3
* xyz 0 1
C 1.64 -0.02 -1.10
C 0.29 1.31 0.09
C -0.55 0.27 0.39
C -0.30 -1.10 -0.10
H 3.10 0.74 -1.95
H 0.13 2.27 0.57
H -1.79 1.16 1.85
H 1.10 -2.07 -1.25
N 1.43 1.18 -0.69
N -1.66 0.40 1.22
N -2.63 -0.51 1.43
N 0.92 -1.18 -0.82
O 2.74 -0.18 -1.89
O -3.46 -0.15 2.22
O -0.95 -2.11 0.01
*
```

Model C:
# C4H4N4O3

C4H4N4O3 in the gas phase (ωB97M-V/def2-TZVPD, the OMol25 dataset).

## Properties
SMILES ... O=NNc1cnc(O)[nH]c1=O
Orbital gap ... 9.0 eV
HOMO energy ... -9.2 eV

```
! wB97M-V def2-TZVPD RIJCOSX def2/J DEFGRID3
* xyz 0 1
C 2.01 -0.39 -0.19
C -0.11 -1.32 0.20
C -0.70 -0.04 0.11
C 0.15 1.16 0.04
H 3.56 0.38 -0.19
H -0.71 -2.22 0.45
H -2.84 0.13 1.07
H 2.03 1.59 -0.37
N 1.24 -1.46 -0.02
N -2.11 0.27 0.26
N -2.94 -0.48 -0.59
N 1.43 0.90 -0.21
O 3.24 -0.52 -0.23
O -4.04 -0.35 -0.27
O -0.20 2.36 -0.05
*
```

Relative to the most stable one, in kcal/mol, the structures come out at model A 117.6; model B 0.0; model C 46.5.

Model A:
# C6H11N2S

2 unconnected molecules or ions with the total composition C6H11N2S (ωB97M-V/def2-TZVPD, the OMol25 dataset).

## Properties
Orbital gap ... 9.2 eV
HOMO energy ... -12.0 eV

```
! wB97M-V def2-TZVPD RIJCOSX def2/J DEFGRID3
* xyz 1 1
C 0.96 -0.55 -3.95
C 1.53 0.88 -0.92
C 0.68 0.55 -0.14
C -0.08 1.32 1.87
C 0.06 -1.02 1.57
C -1.70 0.13 0.27
N 0.56 -1.19 -3.05
N -0.30 0.21 0.85
S 0.35 -2.18 -1.88
H 1.39 -0.39 -4.89
H 2.34 1.27 -1.47
H -0.91 1.40 2.58
H 0.84 1.25 2.35
H -0.08 2.25 1.25
H -0.07 -2.02 0.92
H 1.12 -0.98 1.65
H -0.47 -1.08 2.42
H -1.70 0.14 -0.78
H -2.18 -0.86 0.59
H -2.33 0.86 0.76
*
```

Model B:
# C6H11N2S

A molecular structure, C6H11N2S (ωB97M-V/def2-TZVPD, the OMol25 dataset).

## Properties
Orbital gap ... 7.7 eV
HOMO energy ... -12.8 eV

```
! wB97M-V def2-TZVPD RIJCOSX def2/J DEFGRID3
* xyz 1 1
C -1.51 0.40 -0.69
C -1.35 -0.22 0.60
C -0.54 0.73 -1.60
C 0.65 -0.71 1.98
C -0.96 1.16 -2.98
C 1.63 -0.22 2.93
N -0.24 -0.19 1.30
N 0.73 0.68 -1.34
S 1.33 -2.80 1.41
H -2.62 0.51 -0.92
H -2.34 -0.44 0.96
H -1.99 1.34 -3.05
H -0.61 0.33 -3.68
H -0.38 2.01 -3.30
H 2.56 -0.46 2.37
H 1.59 -0.81 3.77
H 1.36 0.77 3.21
H 1.05 0.46 -0.41
H 1.45 0.97 -1.96
H 0.19 -3.52 1.41
*
```

Relative to the most stable one, in kcal/mol, the structures come out at model A 84.8; model B 0.0.

Model A:
# C5H5NO2

A molecular structure, C5H5NO2 (ωB97M-V/def2-TZVPD, the OMol25 dataset).

## Properties
Orbital gap ... 9.9 eV
HOMO energy ... -9.4 eV

```
! wB97M-V def2-TZVPD RIJCOSX def2/J DEFGRID3
* xyz 0 1
C -1.16 -0.30 -0.09
C -0.65 0.90 -0.94
C 0.72 1.04 -0.28
C -0.02 -0.47 0.90
C 1.16 -0.38 -0.07
H -1.34 1.70 -0.77
H -0.54 0.76 -2.02
H 1.36 1.83 -0.65
H -0.38 1.52 1.47
H -0.22 -1.04 1.80
N 0.39 0.92 1.15
O -2.21 -0.87 -0.12
O 1.98 -1.12 -0.51
*
```

Model B:
# C5H5NO2

A molecular structure, C5H5NO2 (ωB97M-V/def2-TZVPD, the OMol25 dataset).

## Properties
Orbital gap ... 7.7 eV
HOMO energy ... -7.8 eV

```
! wB97M-V def2-TZVPD RIJCOSX def2/J DEFGRID3
* xyz 0 1
C 0.21 0.07 0.26
C -0.11 0.67 -1.85
C -0.89 -0.49 -1.77
C -0.71 -0.90 -0.49
C -1.50 -1.50 0.59
H 1.90 0.44 2.80
H 0.20 1.51 -2.61
H -1.50 -0.90 -2.51
H -2.73 -2.06 0.61
H -1.28 -1.35 1.69
N 0.68 -0.05 1.42
O 1.58 0.83 1.87
O 0.50 1.12 -0.67
*
```

Model C:
# C5H5NO2

C5H5NO2 in the gas phase (ωB97M-V/def2-TZVPD, the OMol25 dataset).

## Properties
SMILES ... CC(=O)c1ncco1
Orbital gap ... 10.2 eV
HOMO energy ... -9.3 eV

```
! wB97M-V def2-TZVPD RIJCOSX def2/J DEFGRID3
* xyz 0 1
C -0.20 -2.05 0.91
C -1.08 -0.84 0.45
C -0.33 0.29 -0.21
C 0.94 1.44 -1.48
C 0.55 2.24 -0.35
H -0.87 -2.91 1.44
H 0.45 -1.71 1.56
H 0.27 -2.36 0.17
H 1.58 1.83 -2.30
H 0.73 3.19 0.12
N 0.42 0.20 -1.32
O -2.24 -0.80 0.56
O -0.21 1.48 0.46
*
```

Model D:
# C5H5NO2

2 unconnected molecules or ions with the total composition C5H5NO2 (ωB97M-V/def2-TZVPD, the OMol25 dataset).

## Properties
Orbital gap ... 9.2 eV
HOMO energy ... -9.8 eV

```
! wB97M-V def2-TZVPD RIJCOSX def2/J DEFGRID3
* xyz 0 1
C -0.48 -0.31 -0.54
C 0.02 0.11 -1.73
C 1.27 0.59 -1.45
C 0.51 -0.12 0.56
C 0.48 -0.29 1.79
H -2.69 -0.19 -0.10
H -1.51 -0.53 1.30
H -0.65 0.47 -2.63
H -0.20 -0.82 2.26
H 1.11 0.47 2.46
N -1.55 -0.92 0.23
O 2.01 1.27 -2.01
O 1.69 0.27 -0.14
*
```

Relative to the most stable one, in kcal/mol, the structures come out at model A 0.0; model B 89.2; model C 8.0; model D 69.0.